{"formula": "C5H11N", "method": "ωB97M-V/def2-TZVPD", "symbols": ["H", "C", "H", "H", "H", "H", "C", "H", "C", "N", "C", "H", "H", "C", "H", "H", "H"], "xyz": [[-0.40935, 1.66211, 0.64927], [0.99122, 0.13434, 0.16365], [-2.14899, -0.62703, -1.33227], [1.54792, -0.05076, -1.72767], [1.39210, 1.72144, -1.31550], [2.54164, -0.56465, 1.06847], [-0.18880, 0.64405, 0.97727], [-1.51517, -2.11981, -0.58371], [-1.45612, -0.22696, 0.64439], [2.26325, 0.28150, 0.76625], [0.99486, 0.72391, -1.22637], [-2.17277, 0.26999, 1.30033], [0.14465, 0.60149, 2.02271], [-1.45113, -1.01577, -0.58954], [-0.10811, 0.64334, -1.61592], [0.72553, -0.93529, -0.01718], [-1.15074, -1.14189, 0.81583]], "atomic_forces_ev_per_a": [[0.223, 0.303, 0.498], [2.274, -0.743, -0.184], [0.500, -0.137, -0.960], [0.416, 0.378, -1.041], [0.222, 0.181, 0.085], [0.953, -3.618, 2.508], [0.060, 0.741, 0.586], [0.671, 0.590, 0.242], [1.785, 1.662, -0.752], [-2.571, 3.600, -2.788], [-2.996, -0.456, -0.912], [-0.909, -0.320, -0.973], [-0.832, 0.107, -0.081], [-3.469, 1.753, -2.530], [2.267, 0.673, 0.304], [-0.176, -0.389, 0.206], [1.580, -4.324, 5.790]], "mulliken_charge": [0.2714, 0.3696, 0.2531, 0.3129, 0.3839, 0.2353, -0.5322, 0.2490, -0.3367, -0.8173, -1.1393, 0.4073, 0.4266, -1.0520, 0.2137, 0.3276, 0.4272], "gap_ha": 0.172, "multiplicity": 1, "total_charge": 0, "e_lumo_ha": -0.09308}

{"formula": "C12H13AuClF3O6S", "method": "ωB97M-V/def2-TZVPD", "symbols": ["C", "C", "O", "H", "O", "Au", "C", "H", "H", "O", "H", "C", "H", "C", "H", "H", "O", "C", "O", "C", "F", "H", "H", "H", "H", "Cl", "F", "S", "C", "H", "O", "C", "F", "C", "C", "C", "H"], "xyz": [[0.89178, 0.27121, 1.65824], [1.79382, -4.46753, 0.68035], [-1.06732, 1.64150, 1.50326], [-0.92179, 1.63059, 0.40411], [2.63842, -1.33787, -0.93472], [-1.03259, -0.77031, -1.12511], [-0.26118, -3.28135, 0.10821], [-2.24741, -2.99238, -0.64099], [1.74184, 0.94664, 1.80891], [4.15009, -1.89789, 0.73004], [0.22514, 1.51124, 4.16601], [1.60109, -4.21079, 2.03283], [0.29101, -3.29925, 3.47552], [0.87851, -4.01195, -0.25179], [1.09120, -0.64724, 2.20771], [2.65864, -5.03145, 0.35424], [-0.78998, 2.26092, -3.19328], [0.48082, -3.50031, 2.42877], [-0.83970, 3.81005, -1.24286], [1.36667, 2.51660, -1.73426], [1.83894, 1.36236, -2.19515], [0.79350, 0.06997, 0.59323], [-0.48619, -0.09220, 4.03163], [2.30651, -4.56828, 2.77066], [-1.01500, -3.29104, -1.87686], [-1.78122, -2.10461, 2.03619], [1.74522, 2.63776, -0.44749], [-0.46919, 2.57026, -1.84336], [-0.55814, 0.93234, 3.66838], [-1.53010, 1.35993, 3.89606], [-0.82600, 1.41657, -0.90898], [-0.42043, -3.04888, 1.47521], [1.89938, 3.51497, -2.42453], [-0.29751, 0.96398, 2.20967], [3.39323, -1.61789, -0.10243], [-1.21463, -2.79160, -0.92942], [1.03596, -4.21748, -1.30396]], "atomic_forces_ev_per_a": [[0.035, 0.065, 0.020], [0.005, 0.010, 0.022], [-0.086, 0.021, -0.013], [0.070, -0.135, -0.022], [0.009, 0.079, 0.014], [-0.048, -0.012, -0.079], [-0.016, -0.052, -0.020], [-0.011, 0.004, 0.013], [0.006, -0.001, 0.000], [-0.005, 0.057, 0.022], [0.010, -0.005, -0.004], [-0.005, -0.023, -0.022], [0.003, -0.001, -0.006], [-0.023, -0.008, -0.015], [-0.023, -0.022, -0.006], [0.000, 0.002, -0.003], [-0.013, 0.001, 0.003], [-0.012, 0.025, 0.020], [-0.003, 0.008, 0.006], [0.003, -0.041, 0.046], [-0.006, 0.009, 0.005], [-0.007, -0.025, -0.014], [-0.016, -0.001, -0.013], [0.000, 0.006, 0.000], [-0.008, 0.020, -0.006], [-0.040, 0.004, 0.028], [-0.007, -0.010, -0.016], [-0.010, -0.028, -0.028], [-0.018, 0.011, 0.009], [0.012, 0.010, 0.010], [0.040, 0.098, 0.119], [0.078, 0.021, -0.014], [-0.001, 0.008, -0.013], [0.024, -0.010, -0.063], [-0.015, -0.130, -0.027], [0.074, 0.041, 0.046], [0.006, 0.005, 0.003]], "mulliken_charge": [-0.4965, -0.8055, -0.3946, 0.3899, -0.3779, 0.3442, 0.1990, 0.4420, 0.4674, -0.4262, 0.3620, -0.3930, 0.4230, -0.4471, 0.2943, 0.4048, -0.5970, -0.6371, -0.6150, 0.7493, -0.2116, -0.1557, 0.2991, 0.4030, 0.4528, -0.1643, -0.2413, 1.0984, -1.2529, 0.3573, -0.7530, 0.9707, -0.2275, 0.8435, 0.8405, -1.5003, 0.3555], "gap_ha": 0.277, "multiplicity": 1, "total_charge": 0, "e_lumo_ha": -0.02639}

{"formula": "C3H8NPS", "method": "ωB97M-V/def2-TZVPD", "symbols": ["C", "H", "H", "H", "C", "H", "P", "H", "H", "C", "H", "H", "N", "S"], "xyz": [[-0.78688, -1.09950, 0.10379], [2.35719, -0.15483, -0.61317], [-1.40161, -1.95139, -0.01735], [0.42763, -1.38684, -1.76208], [0.49924, -1.21850, -0.67066], [-1.29332, 2.05195, 1.02822], [0.81199, 0.90111, 1.27401], [-0.11690, 2.98350, 0.28160], [0.98430, -2.18877, -0.27206], [-0.42614, 1.89086, 0.36899], [-1.31359, -0.39401, -0.51369], [-0.74021, 1.39400, -0.51181], [1.32604, -0.04957, -0.52784], [-0.32773, -0.77800, 1.83205]], "atomic_forces_ev_per_a": [[0.507, 0.367, -1.344], [-1.254, -0.390, 0.337], [-0.317, -1.333, 0.375], [-0.757, 0.008, 0.410], [2.434, -2.793, 0.252], [-0.005, -0.506, -0.014], [1.064, -1.639, -2.801], [0.192, -1.532, -0.604], [-0.252, 1.231, -0.495], [-0.340, 2.291, 1.836], [-0.834, 1.112, 0.916], [-0.065, 0.227, -0.934], [0.146, 2.417, 2.616], [-0.519, 0.540, -0.551]], "mulliken_charge": [-0.7803, 0.2409, 0.4352, 0.3064, -0.2181, 0.3075, 0.1435, 0.3291, 0.2787, -0.8467, 0.2918, 0.2688, -0.5858, -0.1710], "gap_ha": 0.347, "smiles": "CP1NCCS1", "multiplicity": 1, "total_charge": 0, "e_lumo_ha": 0.03068}

{"formula": "C4H6N2O", "method": "ωB97M-V/def2-TZVPD", "symbols": ["H", "N", "C", "H", "C", "C", "H", "C", "H", "H", "N", "O", "H"], "xyz": [[-2.56298, -2.47911, -0.64365], [-0.74860, -2.10702, 0.56178], [0.09134, -1.14347, 0.87027], [2.38982, 1.48445, 0.70544], [1.36258, 1.78741, 0.12768], [-1.06560, -0.37978, -0.85296], [1.01394, -1.16748, 1.47264], [-1.56133, -1.67988, -0.45356], [-1.79015, 0.28184, -1.58869], [1.54866, 1.18175, -0.84464], [-0.08555, -0.09239, 0.08286], [-0.10881, 1.31506, 0.51193], [1.51668, 2.99863, 0.05091]], "atomic_forces_ev_per_a": [[3.349, 3.062, -0.163], [0.798, -0.508, 0.580], [0.621, -1.312, 1.095], [-3.201, 0.172, -0.091], [1.684, 0.438, -1.093], [-5.153, -1.733, -1.068], [-1.031, -0.287, 0.160], [-0.713, 0.016, -0.232], [2.859, -1.120, 2.313], [-0.505, 1.794, 1.238], [-2.141, 3.854, -1.921], [4.711, -1.188, -0.803], [-1.277, -3.188, -0.015]], "mulliken_charge": [0.2667, -0.6041, -0.0384, 0.2232, -0.5101, -0.4543, 0.3167, -0.0109, 0.2518, 0.2829, 0.2550, -0.2531, 0.2746], "gap_ha": 0.351, "smiles": "COn1ccnc1", "multiplicity": 1, "total_charge": 0, "e_lumo_ha": 0.02670}

Record-wise ΔE to the lowest compared entry with this formula, charge and spin values, in eV: 9.1865 0.0000 0.5998 6.3241